No. 1
33
Properties=species:S:1:pos:R:3:forces:R:3:mulliken_charge:R:1 method="wB97M-V/def2-TZVPD" homo_lumo_gap_ev="6.89 / 6.41" multiplicity=6 charge=-1 lumo_ha="0.124 / 0.107" molar_mass_g_mol=298.594 s_squared=8.769 e_homo_ev="-3.50 / -3.49"
C -1.384 2.757 -0.413 0.9 0.4 0.9 -0.775
C -0.162 2.868 -1.131 -0.4 -0.1 0.6 -0.439
C 0.896 2.495 -0.248 -0.5 -0.3 0.2 -0.634
H -0.052 3.257 -2.141 0.0 -0.2 0.2 0.440
C 0.325 2.153 1.019 -0.4 0.1 -0.6 -0.763
C -1.085 2.316 0.911 0.2 0.6 -0.7 -0.361
H -1.815 2.192 1.709 0.2 -0.1 -0.2 0.512
H -2.365 3.027 -0.790 0.1 -0.3 0.0 0.383
H 1.955 2.592 -0.465 -0.1 -0.1 0.1 0.581
H 0.881 1.894 1.919 -0.2 -0.1 -0.3 0.404
Fe -0.071 -0.097 -0.971 -0.1 1.7 2.5 -0.052
Cl -2.126 0.020 -1.604 -1.8 -0.3 -0.6 -0.449
C 0.620 -1.494 -2.471 0.7 0.3 -0.5 -0.579
C 1.714 -1.338 -1.559 0.5 0.1 -0.9 -0.923
C 2.199 0.003 -1.683 -0.1 -0.8 -0.6 -0.245
H 2.157 -2.137 -0.960 -0.3 0.5 -0.2 0.696
C 1.415 0.668 -2.677 0.2 -0.9 -0.4 -0.322
C 0.424 -0.236 -3.147 1.4 -0.6 -0.4 -0.601
H -0.306 -0.049 -3.924 0.0 0.0 0.3 0.463
H 0.094 -2.417 -2.685 -0.1 0.2 0.2 0.433
H 3.079 0.411 -1.189 -0.5 0.0 0.1 0.383
H 1.595 1.662 -3.078 -0.3 -0.2 0.4 0.509
C -0.883 -2.274 3.424 0.1 0.0 -0.2 -0.449
C -1.714 -1.268 2.922 0.1 0.0 -0.6 -0.557
C -1.526 -0.796 1.605 -0.4 -0.3 1.4 -0.149
C -0.425 -1.198 0.871 0.6 0.2 -1.6 0.512
C 0.374 -2.232 1.336 -0.5 -0.6 1.4 0.031
C 0.121 -2.801 2.608 0.1 0.2 -0.4 -0.512
H -1.035 -2.670 4.431 0.0 0.1 -0.3 0.324
H -2.517 -0.865 3.540 0.1 -0.1 -0.2 0.346
H -2.256 -0.119 1.166 0.3 0.1 0.2 0.411
H 1.159 -2.671 0.728 0.0 0.2 0.1 0.032
H 0.715 -3.655 2.948 -0.1 0.3 0.0 0.351


No. 2
93
Properties=species:S:1:pos:R:3:forces:R:3:mulliken_charge:R:1 method="wB97M-V/def2-TZVPD" homo_lumo_gap_ev=8.05 charge=0 lumo_ha=-0.009 molar_mass_g_mol=802.371 e_homo_ev=-8.29
Be 0.009 0.594 0.682 0.6 0.1 -0.4 -0.631
O -1.510 3.064 -0.018 -0.4 0.3 0.2 -0.665
Cl -0.311 2.489 -0.462 -0.7 1.2 -1.3 1.926
O 0.280 3.187 -1.528 0.3 0.2 -0.2 -0.618
O 0.617 2.290 0.645 0.4 -0.5 1.0 -0.511
O -0.551 1.077 -0.865 -0.1 -0.8 0.3 -0.435
C -1.691 -7.631 -4.087 0.0 0.0 0.0 -1.432
C -1.423 -6.357 -3.335 0.0 0.0 0.0 1.097
C -2.263 -5.257 -3.469 0.0 0.0 0.0 -0.918
C -2.014 -4.084 -2.772 0.0 0.0 0.1 -0.347
C -0.914 -4.012 -1.935 -0.3 0.4 0.0 0.141
C -0.075 -5.100 -1.770 0.1 0.0 0.1 -0.478
C -0.328 -6.263 -2.475 0.0 0.1 0.0 -0.979
S -0.599 -2.467 -1.031 0.4 -0.6 -0.7 0.727
O 0.057 -2.869 0.228 0.2 0.2 0.3 -0.548
C 0.660 -1.917 -2.246 0.4 0.0 0.2 1.357
C 0.078 -1.407 -3.428 -0.1 0.1 0.0 -1.365
C 0.852 -0.994 -4.467 -0.1 0.0 0.0 -1.297
C 2.262 -1.045 -4.375 0.2 -0.1 0.2 1.302
C 3.089 -0.609 -5.434 0.0 0.1 -0.1 -1.025
C 4.449 -0.629 -5.315 0.0 0.1 -0.1 -0.730
C 5.045 -1.068 -4.118 0.0 -0.1 0.1 -1.082
C 4.271 -1.509 -3.080 0.1 0.0 -0.1 -0.664
C 2.860 -1.532 -3.187 -0.2 0.1 -0.1 0.934
C 2.032 -1.992 -2.110 -0.4 0.0 0.0 -0.258
C 2.716 -2.543 -0.907 0.0 0.2 0.4 -0.177
C 3.354 -3.815 -0.983 -0.1 0.0 0.2 1.133
C 3.307 -4.611 -2.155 0.1 0.0 -0.1 -0.747
C 3.969 -5.804 -2.217 -0.1 0.1 -0.1 -0.918
C 4.691 -6.280 -1.105 0.0 0.0 0.2 -0.727
C 4.715 -5.559 0.053 0.1 -0.1 0.0 -0.936
C 4.050 -4.314 0.150 -0.1 0.1 -0.2 0.699
C 4.064 -3.560 1.343 0.1 0.1 0.0 -1.349
C 3.449 -2.345 1.406 0.0 0.2 0.2 -1.148
C 2.813 -1.829 0.268 -0.5 -0.3 -0.5 0.476
S 2.090 -0.176 0.498 1.4 -0.3 -0.3 1.822
O 2.503 0.230 1.846 -0.1 0.1 0.5 -0.754
C 3.170 0.727 -0.632 -0.5 0.1 -0.2 -0.138
C 2.705 1.225 -1.836 -0.1 -0.1 0.0 -0.258
C 3.550 1.984 -2.629 0.0 0.0 0.0 -1.349
C 4.851 2.262 -2.228 -0.1 0.0 0.0 0.970
C 5.760 3.085 -3.097 0.0 0.0 0.0 -1.623
C 5.296 1.757 -1.006 0.0 -0.1 0.0 -0.869
C 4.462 0.994 -0.210 0.0 -0.1 0.3 -0.691
H -2.630 -7.572 -4.635 0.0 0.0 0.0 0.347
H -1.746 -8.476 -3.401 0.0 0.0 0.0 0.351
H -0.891 -7.838 -4.800 0.0 0.0 0.0 0.314
H -3.128 -5.322 -4.117 0.0 0.0 0.0 0.311
H -2.678 -3.233 -2.871 0.0 0.0 0.0 0.497
H 0.760 -5.031 -1.084 0.0 0.0 0.0 0.774
H 0.331 -7.114 -2.354 0.0 0.0 0.0 0.419
H -1.002 -1.358 -3.492 0.0 0.0 -0.1 0.418
H 0.401 -0.621 -5.378 0.0 0.0 0.0 0.406
H 2.622 -0.258 -6.347 0.0 0.0 0.0 0.452
H 5.077 -0.298 -6.131 0.0 0.0 0.0 0.429
H 6.122 -1.061 -4.020 0.0 0.0 0.0 0.466
H 4.736 -1.839 -2.162 0.0 0.0 0.0 0.572
H 2.743 -4.259 -3.008 0.0 0.0 0.0 0.640
H 3.942 -6.391 -3.126 0.0 0.0 0.0 0.475
H 5.215 -7.225 -1.171 0.0 0.0 0.0 0.405
H 5.253 -5.924 0.920 0.0 0.0 0.0 0.453
H 4.578 -3.956 2.210 0.0 0.0 0.0 0.405
H 3.426 -1.750 2.310 0.1 -0.1 0.0 0.725
H 1.693 1.031 -2.164 -0.1 0.0 0.0 0.822
H 3.180 2.383 -3.565 0.0 0.0 0.0 0.370
H 5.196 3.585 -3.882 0.0 0.0 0.0 0.372
H 6.512 2.449 -3.569 0.0 0.0 0.0 0.296
H 6.286 3.841 -2.515 0.0 0.0 0.0 0.412
H 6.303 1.969 -0.670 0.0 0.0 0.0 0.430
H 4.786 0.622 0.754 0.1 0.0 0.0 0.539
C -6.136 -2.042 5.071 0.0 0.0 -0.1 -1.522
C -4.872 -1.669 4.350 0.1 0.0 0.0 0.609
C -4.765 -0.493 3.625 0.0 -0.1 0.0 -1.081
C -3.563 -0.098 3.043 0.1 0.0 0.0 0.996
C -3.518 1.193 2.268 0.0 0.0 0.0 -1.453
C -2.434 -0.902 3.216 -0.2 -0.1 0.2 1.095
C -2.536 -2.134 3.883 0.0 0.1 0.0 0.755
C -1.359 -3.065 3.997 0.1 0.1 0.1 -1.508
C -3.755 -2.495 4.434 0.0 0.0 0.0 -0.903
C -1.071 -0.398 2.872 0.4 0.1 -0.2 0.269
O -0.166 -0.417 3.668 0.0 -0.1 0.0 -0.597
O -0.929 0.099 1.647 -0.7 -0.5 0.3 0.918
H -6.973 -1.414 4.768 0.0 0.0 0.0 0.354
H -5.996 -1.928 6.147 -0.1 0.0 0.0 0.304
H -6.398 -3.084 4.884 0.0 0.0 0.0 0.357
H -5.632 0.149 3.518 0.0 0.0 0.0 0.304
H -4.431 1.763 2.432 0.0 0.0 0.0 0.417
H -3.421 0.990 1.200 0.0 0.1 0.0 0.198
H -2.663 1.806 2.551 0.0 0.1 0.0 0.309
H -0.878 -3.203 3.027 0.0 -0.1 0.0 0.092
H -1.678 -4.032 4.383 0.0 0.0 -0.1 0.380
H -0.607 -2.649 4.665 0.0 0.0 0.0 0.334
H -3.836 -3.435 4.968 0.0 0.0 0.0 0.360


No. 3
54
Properties=species:S:1:pos:R:3:forces:R:3:mulliken_charge:R:1 method="wB97M-V/def2-TZVPD" homo_lumo_gap_ev=6.34 charge=-1 lumo_ha=0.067 molar_mass_g_mol=825.490 e_homo_ev=-4.52
Pt -1.883 -0.184 1.091 0.2 0.1 1.1 0.758
O -2.826 -0.305 3.890 0.3 -0.1 0.1 -0.400
N -1.606 -0.369 3.256 -0.2 0.0 0.2 0.163
C -0.692 0.173 3.966 0.2 -0.2 -0.4 -1.033
C 0.744 0.155 3.622 -0.4 0.0 0.1 0.589
C 1.600 0.171 4.728 0.1 0.0 0.0 -0.713
C 2.968 0.047 4.581 -0.1 0.0 0.0 -0.650
C 3.508 -0.102 3.309 0.0 0.0 0.0 -0.712
C 2.671 -0.085 2.208 0.0 0.0 0.0 -0.371
C 1.288 0.076 2.335 0.1 0.0 0.0 0.321
P 0.302 0.204 0.803 0.0 0.1 -0.2 1.082
C 0.967 -1.213 -0.134 0.1 0.1 -0.1 0.247
C 1.011 -2.457 0.492 -0.1 0.0 0.0 -0.296
C 1.433 -3.577 -0.205 0.0 0.0 0.0 -0.689
C 1.815 -3.466 -1.535 0.0 0.0 0.0 -0.497
C 1.770 -2.232 -2.163 0.0 0.0 0.0 -0.541
C 1.347 -1.110 -1.466 0.1 0.0 0.0 -0.281
C 0.931 1.687 -0.046 0.0 0.0 0.0 1.054
C 0.257 2.064 -1.209 0.0 0.0 0.0 -0.112
C 0.659 3.183 -1.922 0.0 0.0 0.0 -0.934
C 1.720 3.955 -1.472 0.0 0.0 0.0 -0.556
C 2.375 3.604 -0.300 0.0 0.0 0.0 -0.685
C 1.985 2.476 0.408 0.0 0.0 0.0 -0.518
H -3.474 -0.592 3.198 -0.1 0.0 -0.1 0.267
H -0.986 0.602 4.919 0.0 -0.1 0.0 0.339
H 1.168 0.256 5.717 0.0 0.0 0.0 0.393
H 3.610 0.054 5.452 0.0 0.0 0.0 0.391
H 4.574 -0.230 3.176 0.0 0.0 0.0 0.410
H 3.095 -0.195 1.217 0.0 0.0 0.0 0.523
H 0.698 -2.561 1.525 0.0 0.0 0.0 0.349
H 1.451 -4.539 0.290 0.0 0.0 0.0 0.401
H 2.128 -4.343 -2.085 0.0 0.0 0.0 0.355
H 2.039 -2.141 -3.207 0.0 0.0 0.0 0.386
H 1.307 -0.154 -1.972 0.0 0.0 0.0 0.375
H -0.602 1.503 -1.551 0.0 -0.1 0.0 0.073
H 0.122 3.454 -2.822 0.0 0.0 0.0 0.450
H 2.025 4.835 -2.022 0.0 0.0 0.0 0.369
H 3.190 4.212 0.070 0.0 0.0 0.0 0.402
H 2.501 2.230 1.326 0.0 0.0 0.0 0.336
S -5.292 -0.344 -2.358 0.0 -0.1 -0.1 -0.685
Sb -4.968 0.365 -0.225 -0.1 -0.1 -0.1 0.739
S -3.926 -1.272 1.225 -0.2 0.0 -0.1 -0.697
S -2.844 1.517 -0.097 0.0 0.0 -0.7 -0.658
S -6.691 1.307 0.853 -0.1 0.2 0.1 -0.666
N -2.468 0.498 -3.999 0.0 0.0 0.0 -0.466
C -2.133 -0.882 -4.315 0.0 0.0 -0.1 -0.274
C -1.682 -1.664 -3.089 -0.1 0.1 0.2 0.557
O -1.279 -2.797 -3.150 0.0 -0.1 -0.1 -0.673
O -1.763 -0.999 -1.937 0.2 0.0 -0.4 -0.007
H -2.353 1.100 -4.801 0.0 0.0 0.0 0.257
H -2.100 -0.095 -2.142 0.0 -0.2 0.2 0.015
H -3.434 0.557 -3.667 0.1 0.0 0.0 -0.080
H -1.300 -0.914 -5.020 0.0 0.0 0.0 0.332
H -2.958 -1.462 -4.743 0.0 0.0 0.0 0.260


No. 4
8
Properties=species:S:1:pos:R:3:forces:R:3:mulliken_charge:R:1 method="wB97M-V/def2-TZVPD" smiles="N#CN=P([O-])([O-])O" homo_lumo_gap_ev=6.82 charge=-2 lumo_ha=0.265 molar_mass_g_mol=120.004 e_homo_ev=0.39
C -1.410 0.704 -1.043 -0.2 0.2 -2.2 0.241
N -2.128 0.949 -1.957 -0.5 -0.1 0.6 -0.732
N -0.480 0.590 -0.206 1.2 -0.5 1.0 -0.511
O 0.965 -1.804 -0.423 0.0 1.6 -0.4 -0.783
O -0.347 -1.292 1.619 0.0 0.6 0.5 -0.793
O 1.651 0.366 1.022 -1.1 -0.3 -1.1 -0.674
P 0.375 -0.697 0.441 0.3 -0.7 0.9 0.906
H 1.374 1.184 0.547 0.3 -0.8 0.6 0.348